Here is C27H23BrCl5N3Na as an isolated structure from the Open Molecules 2025 dataset. Energies are from ωB97M-V/def2-TZVPD.

```
60
Properties=species:S:1:pos:R:3:mulliken_charge:R:1
Na 0.331 -0.348 0.400 0.71
C 0.442 2.985 -4.159 -1.53
C 1.287 2.628 -2.970 0.24
C 2.659 2.833 -2.936 -0.41
C 3.387 2.454 -1.821 -0.83
C 2.695 1.874 -0.772 -0.01
Br 3.659 1.364 0.780 -0.10
N 1.396 1.667 -0.769 0.42
C 0.716 2.037 -1.851 -0.03
H 1.063 3.188 -5.032 0.41
H -0.167 3.869 -3.964 0.34
H -0.233 2.165 -4.408 0.34
H 3.165 3.274 -3.787 0.37
H 4.457 2.589 -1.763 0.43
H -0.349 1.825 -1.838 0.38
C 0.725 3.515 1.641 -0.86
C -0.706 3.516 1.104 0.00
C -1.702 3.103 2.155 0.61
C -2.152 4.045 3.069 -0.47
C -3.032 3.704 4.084 -1.02
C -3.446 2.389 4.191 -0.48
C -3.020 1.412 3.294 0.56
C -3.444 -0.017 3.563 -0.74
C -4.919 -0.295 3.268 -1.07
C -2.160 1.776 2.238 -0.44
N -1.705 0.804 1.321 0.03
C -2.643 0.224 0.630 -0.38
C -2.537 -0.952 -0.150 0.20
C -3.571 -1.520 -0.925 -0.80
C -3.048 -2.689 -1.458 -0.77
C -1.726 -2.771 -0.972 -0.56
N -1.413 -1.744 -0.187 -0.35
H 1.432 3.856 0.882 0.29
H 1.023 2.510 1.941 0.12
H 0.812 4.167 2.513 0.44
H -0.773 2.832 0.262 -0.48
H -0.960 4.515 0.738 0.43
H -1.802 5.068 2.975 0.40
H -3.376 4.449 4.790 0.36
H -4.104 2.094 5.003 0.42
H -3.259 -0.221 4.622 0.48
H -2.822 -0.711 3.002 0.28
H -5.564 0.406 3.802 0.33
H -5.190 -1.307 3.574 0.36
H -5.134 -0.202 2.203 0.26
H -3.649 0.662 0.649 0.43
H -4.564 -1.115 -1.063 0.45
H -3.543 -3.398 -2.106 0.40
H -0.999 -3.548 -1.176 0.53
Cl 2.296 -2.228 1.572 -0.27
C 2.540 -2.480 -0.175 1.29
C 2.050 -1.526 -1.038 -1.15
C 2.279 -1.815 -2.366 0.67
Cl 1.695 -0.669 -3.586 -0.22
C 2.948 -2.943 -2.834 -0.54
Cl 3.214 -3.225 -4.524 -0.21
C 3.424 -3.867 -1.905 0.70
Cl 4.272 -5.280 -2.433 -0.22
C 3.217 -3.639 -0.547 -0.55
Cl 3.804 -4.786 0.612 -0.22
```

For the HOMO energy, the calculation gives -4.5 eV. The total charge is -1. Its energy above the lowest of the compared OMol25 structures with the same formula, charge and spin is 11.27 kcal per mole. The LUMO energy comes out at 2.2 eV. The calculation puts the frontier orbital gap at 6.654 eV.

***

Here is C27H23BrClCrN4O6S as an isolated structure at a distorted geometry from the Open Molecules 2025 dataset. Energies are from ωB97M-V/def2-TZVPD.

```
64
Properties=species:S:1:pos:R:3:lowdin_spin:R:1
Cr -0.475 -0.098 0.299 0.97
C -0.458 4.223 -0.941 0.00
C -0.975 2.893 -0.484 0.00
N -0.192 1.881 -0.289 -0.01
N 1.157 2.111 -0.513 0.00
C 1.885 1.205 0.095 0.00
O 1.379 0.262 0.814 0.01
C 3.353 1.264 -0.075 0.00
C 4.104 0.120 0.173 0.00
C 5.478 0.139 -0.013 0.00
C 6.103 1.301 -0.445 0.00
C 5.355 2.446 -0.689 0.00
C 3.982 2.430 -0.505 0.00
C -2.431 2.740 -0.288 0.00
C -3.341 3.636 -0.847 0.00
C -4.695 3.391 -0.690 0.00
C -5.102 2.271 0.017 0.00
C -4.124 1.461 0.575 0.00
N -2.829 1.705 0.442 0.00
H 0.623 4.207 -0.987 0.00
H -0.789 5.005 -0.255 0.00
H -0.846 4.462 -1.933 0.00
H 3.598 -0.780 0.502 0.00
H 6.063 -0.751 0.181 0.00
H 7.176 1.315 -0.591 0.00
H 5.846 3.350 -1.028 0.00
H 3.383 3.311 -0.690 0.00
H -3.000 4.499 -1.401 0.00
H -5.425 4.062 -1.124 0.00
H -6.150 2.031 0.130 0.00
H -4.384 0.570 1.137 0.00
Br -0.516 -5.045 0.911 0.00
C 0.838 -4.691 -0.355 0.00
C 1.566 -5.777 -0.816 0.00
C 2.589 -5.593 -1.733 0.00
C 2.892 -4.325 -2.198 0.00
C 2.150 -3.242 -1.761 0.00
C 1.118 -3.406 -0.840 0.00
C 0.401 -2.167 -0.428 0.00
O 0.383 -1.164 -1.211 0.00
O -0.081 -2.019 0.737 -0.01
H 1.325 -6.768 -0.455 0.00
H 3.149 -6.449 -2.087 0.00
H 3.699 -4.178 -2.905 0.00
H 2.351 -2.243 -2.123 0.00
Cl -2.960 -1.999 4.820 0.00
C -2.047 -0.706 4.137 0.00
C -1.580 0.328 4.927 0.00
C -0.851 1.336 4.315 0.00
C -0.611 1.267 2.959 0.00
N -1.062 0.262 2.206 0.00
C -1.776 -0.711 2.781 0.00
H -1.782 0.339 5.989 0.00
H -0.469 2.168 4.889 0.00
H -0.036 2.028 2.450 0.00
H -2.134 -1.505 2.138 0.00
C -2.467 -1.265 -2.974 0.00
S -2.745 -1.861 -1.324 0.00
O -4.166 -1.964 -1.114 0.00
O -1.991 -3.085 -1.195 0.00
O -2.202 -0.735 -0.468 0.01
H -2.730 -2.080 -3.645 0.00
H -1.413 -1.011 -3.063 0.00
H -3.110 -0.403 -3.142 0.00
```

For the HOMO energy (spin up / spin down), the calculation gives -8.6 / -8.5 eV. As for the multiplicity: 2. Its energy above the lowest of the compared OMol25 structures with the same formula, charge and spin is 19.26 kcal per mole. The LUMO energy (spin up / spin down) comes out at -1.0 / -0.6 eV. The calculation puts the frontier orbital gap (spin up / spin down) at 7.572 / 7.871 eV. Its expectation value of S² is 0.76.

***

Here is C27H23Cl2N5O2STi as an isolated structure at a distorted geometry from the Open Molecules 2025 dataset. Energies are from ωB97M-V/def2-TZVPD.

```
61
Properties=species:S:1:pos:R:3:lowdin_spin:R:1
Ti 0.375 0.203 0.266 0.82
O 0.412 1.909 0.474 0.00
C -0.465 2.854 0.764 0.03
C -0.097 4.201 0.757 -0.01
C -1.016 5.192 1.045 0.03
C -2.332 4.860 1.355 0.00
C -2.718 3.540 1.386 0.03
C -1.813 2.503 1.088 0.00
C -2.253 1.154 1.051 0.12
N -1.462 0.158 0.713 -0.04
N -2.028 -1.072 0.500 0.00
C -1.150 -1.914 0.004 -0.01
O 0.091 -1.554 -0.141 -0.01
C -1.580 -3.254 -0.380 0.00
C -2.781 -3.777 0.098 0.00
C -3.180 -5.043 -0.284 0.00
C -2.397 -5.790 -1.153 0.00
C -1.206 -5.270 -1.636 0.00
C -0.792 -4.009 -1.249 0.00
H 0.930 4.451 0.526 0.00
H -0.712 6.228 1.035 0.00
H -3.047 5.638 1.573 0.00
H -3.733 3.272 1.637 0.00
H -3.300 0.926 1.240 0.00
H -3.378 -3.177 0.767 0.00
H -4.107 -5.448 0.091 0.00
H -2.725 -6.772 -1.462 0.00
H -0.605 -5.848 -2.321 0.00
H 0.134 -3.591 -1.622 0.00
Cl 2.731 -0.601 -0.119 0.01
C 4.477 -0.387 -0.436 0.00
Cl 4.759 -0.043 -2.150 0.00
H 4.979 -1.321 -0.179 0.00
H 4.848 0.450 0.156 0.00
N -0.475 -1.784 2.984 0.00
C 0.502 -0.909 3.289 0.00
C 1.040 -0.917 4.598 0.00
C 2.048 -0.056 4.932 0.00
C 2.526 0.819 3.951 0.00
C 1.962 0.777 2.699 0.01
N 0.971 -0.068 2.342 0.00
H -0.831 -2.373 3.718 0.00
H -1.047 -1.687 2.156 0.00
H 0.634 -1.605 5.323 0.00
H 2.464 -0.049 5.929 0.00
H 3.319 1.513 4.175 0.00
H 2.302 1.464 1.926 0.00
S -1.707 0.291 -3.959 0.00
C -1.461 0.185 -2.266 0.00
N -0.292 0.541 -1.819 0.01
C 0.512 0.972 -2.846 0.00
C 1.802 1.486 -2.723 0.00
C 2.472 1.859 -3.867 0.00
C 1.882 1.747 -5.126 0.00
C 0.593 1.277 -5.267 0.00
C -0.086 0.894 -4.121 0.00
H -2.270 -0.173 -1.651 0.00
H 2.242 1.615 -1.740 0.00
H 3.473 2.252 -3.801 0.00
H 2.441 2.050 -5.995 0.00
H 0.124 1.210 -6.234 0.00
```

For the HOMO energy (spin up / spin down), the calculation gives -10.1 / -10.8 eV. The total charge is +1. As for the multiplicity: 2. The LUMO energy (spin up / spin down) comes out at -3.2 / -3.3 eV. The calculation puts the frontier orbital gap (spin up / spin down) at 6.875 / 7.566 eV. Its expectation value of S² is 0.78.

***

Here is C27H23InN5O2S as an isolated structure from the Open Molecules 2025 dataset. Energies are from ωB97M-V/def2-TZVPD.

```
59
Properties=species:S:1:pos:R:3:mulliken_charge:R:1
In 1.406 0.215 -0.253 1.30
O 4.946 1.819 1.005 -0.62
C 3.804 1.571 0.715 0.30
O 3.229 0.406 0.698 -0.59
C 2.891 2.719 0.321 0.68
C 3.278 4.025 0.656 -0.81
C 2.424 5.048 0.396 -0.53
C 1.207 4.800 -0.276 1.23
C 0.313 5.846 -0.611 -0.84
C -0.813 5.589 -1.333 -0.70
C -1.082 4.273 -1.765 -0.60
C -0.250 3.243 -1.435 -0.37
C 0.900 3.480 -0.654 0.07
N 1.748 2.438 -0.293 -0.40
H 4.236 4.159 1.134 0.51
H 2.670 6.063 0.686 0.46
H 0.552 6.855 -0.298 0.42
H -1.491 6.393 -1.591 0.43
H -1.955 4.083 -2.377 0.45
H -0.449 2.242 -1.782 0.43
C -3.588 3.088 1.087 -1.07
C -3.456 1.596 1.420 -0.66
C -2.602 0.888 0.415 0.31
N -1.322 0.930 0.391 -0.28
N -0.790 0.246 -0.694 0.16
C -1.687 -0.325 -1.460 0.46
N -1.392 -1.056 -2.546 -0.37
S -3.287 -0.016 -0.913 -0.25
H -4.246 3.577 1.804 0.42
H -4.006 3.233 0.089 0.31
H -2.612 3.572 1.123 0.25
H -4.441 1.129 1.451 0.42
H -2.992 1.466 2.397 0.25
H -0.430 -1.265 -2.760 0.17
H -2.109 -1.503 -3.087 0.24
N 1.808 -1.717 -0.702 -0.72
C 1.157 -2.687 -0.196 -0.08
C 0.026 -2.492 0.771 0.56
C -1.233 -3.032 0.516 -0.07
C -2.276 -2.803 1.402 -0.92
C -2.063 -2.059 2.560 -0.52
C -0.807 -1.537 2.825 -0.95
C 0.233 -1.748 1.926 -0.22
C 1.533 -4.096 -0.561 0.46
C 1.270 -5.160 0.297 -0.22
C 1.631 -6.453 -0.060 -0.79
C 2.244 -6.689 -1.282 -0.37
C 2.515 -5.629 -2.139 -0.67
C 2.168 -4.338 -1.776 -0.43
H -1.387 -3.637 -0.370 0.57
H -3.255 -3.219 1.200 0.43
H -2.875 -1.903 3.260 0.50
H -0.629 -0.981 3.737 0.47
H 1.227 -1.372 2.151 0.78
H 0.791 -4.984 1.253 0.42
H 1.430 -7.275 0.615 0.40
H 2.509 -7.699 -1.568 0.40
H 3.000 -5.811 -3.089 0.40
H 2.381 -3.504 -2.431 0.43
```

For the HOMO energy, the calculation gives -11.2 eV. The total charge is +1. The LUMO energy comes out at -3.6 eV. The calculation puts the frontier orbital gap at 7.639 eV.